{
  "formula": "C5H10N4",
  "method": "wB97M-V/def2-TZVPD",
  "orbital_gap_ev": 10.09,
  "smiles": "[H]\\N=C(C)/C(C)=N/C(N)=N/[H]",
  "charge": 0,
  "elements": ["C", "C", "C", "C", "C", "N", "N", "N", "N", "H", "H", "H", "H", "H", "H", "H", "H", "H", "H"],
  "xyz": [[-0.395783, -1.270835, -1.010485], [-2.019992, 1.836115, -0.154374], [1.995323, 0.097155, 0.072455], [-0.315301, -0.055308, -0.132303], [-1.613407, 0.501512, 0.370155], [2.158607, -0.904497, 1.048608], [0.726957, 0.628369, 0.119937], [2.826197, 0.437678, -0.817300], [-2.349359, -0.117791, 1.187992], [3.118197, -1.174719, 1.219033], [1.652378, -0.786850, 1.915181], [3.756099, 0.053301, -0.685149], [-2.008467, -1.037308, 1.462581], [-0.281870, -0.954845, -2.047199], [0.412138, -1.966982, -0.783941], [-1.350084, -1.780933, -0.897515], [-1.249720, 2.554539, 0.096534], [-2.091451, 1.807115, -1.235025], [-2.970462, 2.134286, 0.270816]],
  "forces_ev_per_a": [[0.2889, -0.4472, 0.4201], [0.0809, 0.0315, 0.2340], [0.5392, -1.1662, -0.3876], [0.1850, 0.5556, -0.5469], [-0.1745, 0.0702, -0.2857], [0.4024, 0.1801, 0.0675], [-1.1784, -0.0103, 1.0413], [0.1795, 0.4649, -0.1489], [-0.4124, -0.0496, 0.2329], [-0.0737, 0.0784, -0.0918], [-0.0862, 0.1683, -0.1665], [-0.0867, -0.1980, 0.0847], [0.2858, -0.0308, -0.1082], [-0.0265, 0.0636, -0.0279], [0.0229, 0.0061, -0.0744], [0.0039, 0.0209, -0.0247], [0.1688, 0.2609, 0.0166], [-0.0152, -0.0102, -0.3018], [-0.1037, 0.0118, 0.0672]]
}

---

{
  "formula": "C5H10N4OS2",
  "method": "wB97M-V/def2-TZVPD",
  "orbital_gap_ev": 7.29,
  "charge": 0,
  "elements": ["C", "C", "C", "C", "C", "H", "H", "H", "H", "H", "H", "H", "H", "H", "H", "N", "N", "N", "N", "O", "S", "S"],
  "xyz": [[2.038348, -0.628564, 0.235115], [0.732054, 0.096824, -0.046439], [0.756843, 1.490580, 0.508029], [-1.609566, -0.192877, -0.290667], [-3.139842, -0.222808, -0.222973], [4.012755, -0.495870, -0.322579], [3.017662, 0.721767, -0.976009], [2.949073, -2.094577, 1.025868], [-0.050299, -0.484413, 0.445875], [0.542346, 0.127282, -1.127961], [0.826625, 1.542814, 1.596942], [-0.141218, -1.530099, -0.644750], [-1.737019, -2.173998, -0.694460], [-1.415405, 1.698421, -0.233747], [-2.923712, 1.614297, 1.229622], [3.149576, 0.022015, -0.258851], [2.008629, -1.707984, 0.913158], [-1.106580, -1.458721, -0.359402], [-0.867869, 0.844683, -0.285166], [-3.759590, -1.113601, -0.748011], [0.713727, 2.852287, -0.358262], [-3.996536, 1.092542, 0.614675]],
  "forces_ev_per_a": [[0.4704, 0.1314, -0.1700], [6.2485, -1.7717, 1.3506], [0.7974, -0.2282, -0.1137], [-2.0804, -1.2645, -0.7389], [-0.4029, 0.0951, -0.1414], [-0.0119, 0.0734, 0.0288], [-0.0671, -0.0535, 0.1786], [-0.0838, -0.0648, 0.0541], [3.6215, 0.0993, 1.5065], [1.3555, -0.2682, 0.0707], [-0.2013, -0.1040, 0.0405], [-0.5011, -0.9544, -0.1483], [-0.2864, 0.0837, 0.2225], [-0.5948, 0.2125, -0.1346], [-0.0240, 0.0114, -0.0579], [0.1686, -0.2952, -0.0509], [0.2672, -0.1668, -0.0463], [-1.0972, -0.5090, -1.0561], [-9.4826, 3.1363, -0.7160], [0.3504, 0.3357, 0.1786], [1.3675, 1.7438, -0.1960], [0.1868, -0.2423, -0.0606]]
}

---

{
  "formula": "C5H10N6O3Pt",
  "method": "wB97M-V/def2-TZVPD",
  "orbital_gap_ev": [10.56, 8.16],
  "spin_multiplicity": 3,
  "charge": 2,
  "elements": ["Pt", "N", "N", "C", "N", "N", "N", "O", "O", "H", "H", "H", "H", "H", "O", "C", "C", "C", "C", "N", "H", "H", "H", "H", "H"],
  "xyz": [[-0.181168, 0.134838, 0.061606], [2.005032, -0.114015, 0.236115], [2.396841, -0.121649, 1.588130], [1.464042, -0.159180, 2.576403], [1.876239, -0.236029, 3.819425], [0.193343, -0.104578, 2.141851], [-0.900691, -0.048360, 3.043040], [-0.683958, -0.153045, 4.222083], [-1.961822, 0.100163, 2.504390], [2.264549, -0.998539, -0.206803], [2.481814, 0.644437, -0.251641], [3.381122, -0.222847, 1.793508], [2.857185, -0.291307, 4.049281], [1.188425, -0.273461, 4.562491], [-3.215115, -0.164817, -0.568148], [-2.127139, -0.057700, -0.353800], [-1.582355, 5.320381, -0.195405], [-0.125622, 4.853855, -0.050151], [-0.024620, 3.401950, -0.024545], [0.057759, 2.256953, -0.007721], [-1.590107, 6.407503, -0.209275], [-2.189462, 4.983023, 0.641981], [-2.017918, 4.962759, -1.125982], [0.325789, 5.223493, 0.873570], [0.492244, 5.200726, -0.881989]],
  "forces_ev_per_a": [[0.4520, -0.0980, -0.1406], [-0.1399, -0.0720, -0.0082], [-0.0126, 0.0565, -0.0096], [0.0089, -0.0099, -0.0742], [-0.0261, -0.0185, 0.0321], [-0.0762, -0.0209, 0.0696], [0.0474, 0.0103, -0.0647], [-0.0382, -0.0092, 0.0898], [-0.0797, 0.0013, 0.0273], [0.0697, 0.0622, 0.0263], [0.0001, -0.0126, 0.0364], [-0.0249, -0.0422, -0.0162], [0.0077, 0.0029, -0.0052], [0.0376, 0.0070, -0.0289], [-0.0123, 0.0069, 0.0287], [-0.0749, 0.0896, 0.0718], [-0.0015, 0.0060, -0.0046], [-0.0322, 0.0060, -0.0171], [0.1015, -0.0678, -0.0035], [-0.1993, 0.1150, -0.0095], [-0.0080, -0.0033, 0.0000], [-0.0058, 0.0031, -0.0006], [-0.0070, 0.0045, 0.0008], [0.0070, -0.0108, -0.0078], [0.0066, -0.0059, 0.0079]]
}

---

{
  "formula": "C5H10NO",
  "method": "wB97M-V/def2-TZVPD",
  "orbital_gap_ev": [9.69, 8.74],
  "spin_multiplicity": 2,
  "charge": 0,
  "elements": ["O", "C", "C", "C", "C", "C", "N", "H", "H", "H", "H", "H", "H", "H", "H", "H", "H"],
  "xyz": [[3.124855, -1.465897, 0.878871], [2.631348, -0.940833, -0.086637], [1.140111, -0.916671, -0.297901], [0.587359, 0.429053, 0.243760], [-0.847744, 0.619389, -0.207645], [-1.787774, -0.285917, -0.082822], [-1.120334, 1.962519, -0.586452], [3.317582, -0.522565, -0.844227], [0.919470, -1.002792, -1.361715], [0.711937, -1.751772, 0.247095], [1.070324, 1.148301, -0.417567], [0.868381, 0.607925, 1.275162], [-1.589045, -1.250868, 0.361246], [-2.766809, -0.158601, -0.509109], [-3.389979, -1.137375, 1.925565], [-2.121347, 2.046565, -0.622516], [-0.748334, 2.619537, 0.084894]],
  "forces_ev_per_a": [[0.0973, 0.1119, 0.1946], [0.1033, -0.8355, 0.2618], [0.2393, 0.4151, 0.5106], [0.1240, -0.4761, -2.3927], [0.6525, 1.5203, 2.0271], [-0.4882, -1.3027, -0.4132], [-0.0624, -0.8364, -0.4599], [-0.2802, 0.3377, -0.2039], [-0.1311, 0.0433, 0.0169], [0.0006, -0.1850, -0.0123], [0.5401, 0.5137, 0.4797], [-0.3715, 0.0211, 0.1948], [0.1862, -0.1019, -0.3238], [-0.3742, 0.2438, 0.1713], [-0.0790, -0.0121, 0.1043], [-0.2698, 0.5053, -0.1097], [0.1129, 0.0376, -0.0456]]
}

---

{
  "formula": "C5H10NO",
  "method": "wB97M-V/def2-TZVPD",
  "orbital_gap_ev": [10.30, 7.70],
  "spin_multiplicity": 2,
  "charge": 0,
  "elements": ["N", "C", "C", "C", "C", "C", "O", "H", "H", "H", "H", "H", "H", "H", "H", "H", "H"],
  "xyz": [[0.623539, -0.883128, 0.540810], [0.993167, -1.636834, -0.671581], [0.720813, -0.643667, -1.889742], [0.088717, 0.572439, -1.135369], [-0.433797, 0.037718, 0.217281], [-0.539848, 0.973148, 1.485674], [-1.595577, 1.766581, 1.528064], [0.343465, -1.574963, 1.207509], [0.387351, -2.542759, -0.941742], [2.020008, -2.116067, -0.491984], [0.153023, -1.060806, -2.740699], [1.745558, -0.306909, -2.249907], [-0.840826, 1.218512, -1.566084], [0.920210, 1.370253, -1.004476], [-1.375221, -0.449547, 0.003979], [0.465099, 1.416861, 1.351456], [-0.393133, 0.277845, 2.384189]],
  "forces_ev_per_a": [[0.4067, -1.3208, -0.5570], [0.2005, -1.0743, -1.0171], [1.9478, 0.8173, 0.9706], [-1.3677, 3.2896, -0.3911], [0.8744, 0.0520, -0.5417], [1.0383, -2.2394, -0.0434], [-0.0101, 0.5977, -0.1134], [-0.1915, -0.1300, 0.7591], [-0.1535, 0.5901, 0.8700], [-1.0485, 1.2599, -0.7484], [0.2031, 0.0869, 0.7244], [-1.4299, -0.3686, -0.0098], [2.2869, -1.8240, 0.2088], [-1.3537, -1.3035, 0.1483], [-0.6265, -0.2060, 0.1752], [-0.3477, 0.9263, 0.2686], [-0.4287, 0.8466, -0.7029]]
}

---

{
  "formula": "C5H10NO",
  "method": "wB97M-V/def2-TZVPD",
  "orbital_gap_ev": 11.60,
  "smiles": "CC[N@@H+]1C=C[C@H]1O",
  "charge": 1,
  "elements": ["C", "C", "C", "C", "C", "N", "O", "H", "H", "H", "H", "H", "H", "H", "H", "H", "H"],
  "xyz": [[-2.079907, 0.810596, 0.458666], [-1.192424, 1.596353, -0.138380], [-1.279244, -0.454832, 0.326287], [1.916610, -0.931414, 0.153225], [1.236066, 0.505215, 0.043476], [-0.145119, 0.555856, -0.532545], [-1.792663, -1.382572, -0.460079], [-3.101432, 0.858137, 0.714170], [-1.146450, 2.545827, -0.543705], [-0.558660, -0.741648, 1.160788], [1.812980, -1.543937, -0.845417], [2.992427, -0.685317, 0.241548], [1.481338, -1.464863, 0.981360], [2.001206, 1.163242, -0.564874], [1.123267, 1.103400, 1.013021], [-0.037251, 0.299487, -1.552815], [-1.230741, -2.233536, -0.454724]],
  "forces_ev_per_a": [[1.5634, -0.4881, -1.0777], [0.4546, -2.4820, -0.4237], [2.4465, 0.7293, 0.1339], [-0.7302, 1.1821, -2.2430], [1.7679, 2.0871, 0.2977], [-0.2672, -0.9775, -0.1023], [0.9375, -2.3685, 0.0484], [-0.7810, 0.4803, 0.6325], [0.0808, 1.9276, -0.2607], [-1.5055, -0.0530, -0.7399], [0.0258, 1.2193, 1.8792], [-0.6276, -0.5942, 0.3888], [0.3593, -0.4535, 0.2681], [-1.9047, -1.0988, 0.7792], [0.5053, -1.3503, -0.9075], [-1.0171, 0.4947, 1.2762], [-1.3077, 1.7457, 0.0509]]
}

---

Summary of relative energy (zero: lowest compared OMol25 entry of this formula, charge and spin) in kcal per mole
22.81, 91.74, 0.00, 37.60, 24.11, 74.55
(order as listed above)